1.
Computed, not measured: a structure of composition C24H44KN4O7S, with ωB97M-V/def2-TZVPD.

Computed properties:
Charge: +1
Strongest force on any atom, eV Å⁻¹: 0.70
Spin multiplicity: 1
Total energy, eV: -73050.983
HOMO-LUMO gap, eV: 8.630

Cartesian coordinates (Å):
K1 -1.074 1.143 -0.487
C1 -1.181 -0.399 -3.713
C2 -2.603 0.082 -3.496
O1 -2.824 0.134 -2.103
C3 -4.130 0.474 -1.674
C4 -4.433 1.949 -1.882
O2 -3.465 2.775 -1.240
C5 -3.949 3.519 -0.134
C6 -4.060 2.697 1.140
O3 -2.854 2.023 1.427
C7 -2.056 2.517 2.480
C8 -1.104 3.610 2.036
O4 -0.160 3.062 1.126
C9 0.537 4.010 0.328
C10 -0.027 4.136 -1.079
O5 0.246 2.939 -1.783
C11 -0.310 2.859 -3.087
C12 0.197 1.586 -3.747
O6 -0.199 0.400 -3.075
H1 -0.981 -0.467 -4.788
H2 -1.066 -1.395 -3.282
H3 -3.314 -0.610 -3.965
H4 -2.750 1.067 -3.958
H5 -4.161 0.224 -0.612
H6 -4.868 -0.148 -2.197
H7 -5.441 2.170 -1.517
H8 -4.419 2.200 -2.947
H9 -4.918 3.973 -0.375
H10 -3.233 4.330 0.008
H11 -4.837 1.932 1.042
H12 -4.358 3.353 1.965
H13 -1.498 1.660 2.864
H14 -2.690 2.894 3.291
H15 -0.577 4.026 2.904
H16 -1.660 4.426 1.561
H17 1.577 3.684 0.269
H18 0.522 4.989 0.817
H19 0.461 4.976 -1.589
H20 -1.108 4.327 -1.052
H21 0.013 3.726 -3.676
H22 -1.407 2.870 -3.025
H23 1.289 1.607 -3.751
H24 -0.143 1.567 -4.788
C13 -2.180 -2.657 5.292
N1 -2.775 -2.168 4.066
C14 -2.100 -1.791 2.976
N2 -0.754 -1.893 2.995
S1 -2.871 -1.199 1.618
H25 -2.969 -2.838 6.016
H26 -1.491 -1.924 5.717
H27 -1.654 -3.602 5.135
H28 -3.774 -2.069 4.003
H29 -0.263 -2.408 3.707
H30 -0.285 -1.696 2.125
C15 6.660 -1.188 1.162
C16 6.293 -2.119 0.016
N3 4.897 -2.562 0.075
C17 4.623 -3.743 0.883
C18 5.041 -5.046 0.223
C19 3.965 -1.671 -0.342
O7 4.260 -0.556 -0.748
C20 2.516 -2.065 -0.358
C21 2.048 -3.251 -0.915
C22 0.679 -3.448 -1.016
C23 -0.170 -2.446 -0.568
N4 0.267 -1.299 -0.052
C24 1.579 -1.123 0.051
H31 7.710 -0.904 1.112
H32 6.492 -1.670 2.127
H33 6.057 -0.284 1.109
H34 6.913 -3.016 0.025
H35 6.446 -1.624 -0.943
H36 3.562 -3.756 1.129
H37 5.151 -3.632 1.836
H38 4.558 -5.192 -0.742
H39 4.779 -5.890 0.863
H40 6.118 -5.084 0.060
H41 2.747 -3.993 -1.277
H42 0.269 -4.354 -1.440
H43 -1.248 -2.556 -0.619
H44 1.921 -0.178 0.460

Atomic partial charges in e from the Löwdin method, atoms 1 to 2: number 1, K, carries 0.80; number 2, C, carries -0.17



2.
Computed, not measured: a cluster of 9 separate species, C24H44NO27S3 in total at a distorted geometry, with ωB97M-V/def2-TZVPD.

Computed properties:
Energy above the lowest of the compared OMol25 structures with the same formula, charge and spin, kcal/mol: 0.00
Charge: -1
Strongest force on any atom, eV Å⁻¹: 10.07
Spin multiplicity: 1
Total energy, eV: -114867.922
HOMO-LUMO gap, eV: 8.985

Cartesian coordinates (Å):
N1 28.187 15.600 32.579
O1 27.947 14.633 33.386
O2 29.244 16.217 32.765
O3 27.342 15.833 31.676
O4 27.573 10.384 36.922
S1 28.480 10.724 35.828
O5 29.582 11.591 36.104
O6 29.037 9.320 35.235
C1 30.214 8.879 35.907
C2 30.461 7.476 35.570
C3 27.550 11.402 34.425
H1 30.311 8.995 36.882
H2 30.989 9.515 35.630
H3 31.278 7.066 35.892
H4 30.431 7.133 34.505
H5 29.626 6.756 35.865
H6 28.181 11.612 33.669
H7 26.925 12.296 34.801
H8 26.904 10.481 34.176
O7 21.892 20.864 32.282
S2 23.034 20.738 31.412
O8 24.189 21.545 31.430
O9 23.438 19.165 31.457
C4 23.799 18.709 32.689
C5 24.184 17.198 32.663
C6 22.202 20.853 29.859
H9 22.890 18.830 33.333
H10 24.488 19.346 33.263
H11 24.242 16.763 33.579
H12 25.000 16.991 31.972
H13 23.470 16.706 31.879
H14 21.267 20.218 29.862
H15 22.897 20.577 29.134
H16 21.887 21.821 29.676
O10 26.190 11.419 40.115
S3 25.817 12.750 40.241
O11 26.561 13.668 40.989
O12 25.457 13.242 38.733
C7 26.578 13.696 37.933
C8 26.099 13.998 36.537
C9 24.198 12.775 40.844
H17 27.568 13.069 37.943
H18 27.023 14.759 38.206
H19 26.821 14.196 35.792
H20 25.298 14.783 36.447
H21 25.351 13.331 35.971
H22 23.784 11.799 40.484
H23 23.681 13.751 40.508
H24 24.271 12.505 41.902
C10 27.918 19.212 32.314
C11 28.720 19.137 31.092
O13 29.007 20.508 30.883
C12 28.590 21.214 31.781
O14 28.801 22.461 31.805
O15 27.961 20.562 32.654
H25 28.279 18.699 33.140
H26 26.844 18.796 32.288
H27 28.220 18.414 30.282
H28 29.720 18.735 31.400
C13 30.228 16.608 36.105
C14 31.467 16.116 36.790
O16 31.568 17.224 37.786
C15 30.533 17.993 37.688
O17 30.335 18.832 38.576
O18 29.656 17.627 36.883
H29 29.470 15.766 36.092
H30 30.305 16.897 35.121
H31 32.448 15.904 36.248
H32 31.303 15.197 37.251
C16 25.637 17.007 28.661
C17 24.903 18.288 29.004
O19 25.456 19.321 28.188
C18 26.217 18.816 27.314
O20 26.644 19.441 26.234
O21 26.298 17.423 27.452
H33 25.385 15.973 28.200
H34 26.309 16.662 29.569
H35 25.247 18.717 29.978
H36 23.793 18.065 29.169
C19 31.874 14.062 33.217
C20 30.998 13.211 34.043
O22 30.951 12.019 33.280
C21 31.677 12.064 32.251
O23 31.893 11.163 31.470
O24 32.320 13.234 32.233
H37 32.582 14.189 33.932
H38 31.505 14.997 32.842
H39 30.029 13.557 34.448
H40 31.283 12.915 35.040
C22 24.990 13.444 31.236
C23 24.751 11.910 30.844
O25 23.900 12.094 29.614
C24 23.503 13.373 29.573
O26 22.807 13.713 28.681
O27 24.068 14.224 30.492
H41 25.939 13.785 30.685
H42 24.739 13.656 32.255
H43 24.057 11.616 31.586
H44 25.654 11.357 30.710

Atomic partial charges in e from the Löwdin method, atoms 1 to 2: number 1, N, carries -0.56; number 2, O, carries -0.09



3.
Computed, not measured: a cluster of 3 separate species, C24H44NO9PS2 in total at a distorted geometry, with ωB97M-V/def2-TZVPD.

Computed properties:
SMILES string: CCOCCCCCP(CC=O)CCC(=O)Nc1ccccc1.CCOS(C)(=O)=O.CCOS(C)(=O)=O
Strongest force on any atom, eV Å⁻¹: 8.36
Spin multiplicity: 1
Total energy, eV: -76461.370
HOMO-LUMO gap, eV: 8.157

Cartesian coordinates (Å):
C1 1.495 3.847 2.953
C2 2.981 4.248 2.387
O1 3.090 4.175 0.892
C3 2.841 2.753 0.482
C4 3.754 2.462 -0.853
C5 3.827 0.892 -1.317
C6 4.221 -0.174 -0.140
C7 3.563 -1.642 -0.573
P1 1.930 -2.036 0.369
C8 2.292 -3.115 1.935
C9 1.170 -2.781 3.083
O2 0.000 -3.464 3.040
C10 1.186 -0.323 0.901
C11 -0.448 -0.363 1.085
C12 -1.203 0.147 -0.313
O3 -0.848 1.273 -0.970
N1 -2.305 -0.752 -0.831
C13 -3.691 -0.235 -0.484
C14 -4.735 -1.324 0.221
C15 -6.279 -0.855 0.585
C16 -6.748 0.711 0.238
C17 -5.689 1.807 -0.427
C18 -4.139 1.320 -0.794
H1 1.375 4.367 4.021
H2 0.598 4.179 2.279
H3 1.406 2.680 3.182
H4 3.771 3.548 2.927
H5 3.212 5.343 2.795
H6 1.677 2.706 0.257
H7 3.116 2.108 1.418
H8 4.838 2.928 -0.800
H9 3.211 3.043 -1.744
H10 4.699 0.830 -2.129
H11 2.854 0.510 -1.844
H12 3.939 0.146 0.949
H13 5.403 -0.345 -0.158
H14 3.307 -1.691 -1.725
H15 4.351 -2.462 -0.235
H16 2.121 -4.246 1.608
H17 3.406 -3.004 2.279
H18 1.377 -2.003 3.933
H19 1.683 0.105 1.874
H20 1.414 0.406 0.001
H21 -0.818 0.283 2.003
H22 -0.749 -1.503 1.255
H23 -2.272 -0.844 -1.881
H24 -4.343 -2.431 0.437
H25 -6.997 -1.653 1.069
H26 -7.870 1.030 0.476
H27 -6.022 2.913 -0.662
H28 -3.358 2.073 -1.285
O4 3.417 -8.496 2.836
S1 3.654 -7.995 1.500
O5 3.518 -6.593 1.168
O6 2.777 -8.870 0.442
C19 1.376 -8.984 0.648
C20 0.649 -7.721 0.223
C21 5.256 -8.542 0.965
H29 1.155 -9.237 1.690
H30 1.028 -9.820 0.032
H31 0.902 -6.883 0.878
H32 -0.434 -7.866 0.263
H33 0.934 -7.434 -0.794
H34 5.351 -9.611 1.166
H35 6.008 -7.986 1.529
H36 5.363 -8.335 -0.101
O7 -3.969 4.819 -1.773
S2 -3.366 5.763 -2.689
O8 -2.407 6.754 -2.252
O9 -4.543 6.510 -3.533
C22 -5.583 7.164 -2.820
C23 -5.120 8.497 -2.264
C24 -2.658 4.862 -4.046
H37 -5.976 6.519 -2.027
H38 -6.398 7.337 -3.529
H39 -4.368 8.358 -1.481
H40 -5.959 9.049 -1.831
H41 -4.659 9.106 -3.049
H42 -3.392 4.144 -4.416
H43 -1.774 4.338 -3.678
H44 -2.374 5.567 -4.829

Atomic partial charges in e from the Löwdin method, atoms 1 to 2: number 1, C, carries -0.13; number 2, C, carries -0.25



4.
Computed, not measured: a structure of composition C24H45AsO3PdSSb, with ωB97M-V/def2-TZVPD.

Computed properties:
Energy above the lowest of the compared OMol25 structures with the same formula, charge and spin, kcal/mol: 0.00
Charge: +1
Strongest force on any atom, eV Å⁻¹: 0.57
Spin multiplicity: 1
Total energy, eV: -113446.884
HOMO-LUMO gap, eV: 7.404

Cartesian coordinates (Å):
Pd1 0.195 -0.305 0.463
C1 1.614 -5.857 4.027
O1 0.866 -4.978 4.853
C2 0.616 -3.739 4.404
C3 -0.142 -2.929 5.279
C4 -0.452 -1.660 4.903
C5 -0.063 -1.123 3.649
C6 -0.504 0.195 3.293
C7 -1.036 1.127 4.352
O2 -0.555 0.656 2.122
C8 0.740 -1.934 2.787
O3 1.278 -1.494 1.688
C9 1.050 -3.250 3.190
H1 1.682 -6.793 4.571
H2 2.618 -5.465 3.848
H3 1.104 -6.024 3.075
H4 -0.460 -3.344 6.225
H5 -1.043 -1.054 5.576
H6 -0.442 1.090 5.262
H7 -2.061 0.846 4.603
H8 -1.049 2.139 3.956
H9 1.657 -3.839 2.520
C10 3.090 -2.004 -3.089
As1 2.497 -2.310 -1.283
C11 3.603 -1.213 -0.153
C12 2.958 -4.136 -0.904
S1 0.384 -2.022 -1.112
H10 4.131 -2.311 -3.188
H11 2.990 -0.945 -3.326
H12 2.464 -2.585 -3.763
H13 4.530 -0.998 -0.683
H14 3.802 -1.749 0.770
H15 3.076 -0.293 0.085
H16 4.022 -4.282 -1.090
H17 2.374 -4.798 -1.540
H18 2.728 -4.339 0.140
C13 -3.086 2.468 0.716
C14 -1.904 3.086 -0.033
C15 -2.412 4.176 -0.975
C16 -0.915 3.713 0.950
Sb1 -0.895 1.461 -1.099
C17 -2.370 0.520 -2.413
C18 -3.334 1.510 -3.056
C19 -3.141 -0.458 -1.522
C20 -1.651 -0.269 -3.507
C21 0.798 2.272 -2.228
C22 0.438 3.434 -3.146
C23 1.832 2.715 -1.190
C24 1.405 1.126 -3.042
H19 -3.511 3.225 1.383
H20 -2.793 1.610 1.323
H21 -3.879 2.162 0.032
H22 -2.910 4.941 -0.371
H23 -3.138 3.810 -1.698
H24 -1.606 4.670 -1.514
H25 -1.463 4.397 1.606
H26 -0.160 4.305 0.433
H27 -0.417 2.973 1.573
H28 -3.978 1.994 -2.322
H29 -3.987 0.963 -3.745
H30 -2.820 2.280 -3.634
H31 -3.682 0.044 -0.718
H32 -2.483 -1.204 -1.074
H33 -3.876 -0.988 -2.135
H34 -1.250 0.389 -4.280
H35 -2.379 -0.930 -3.989
H36 -0.849 -0.894 -3.116
H37 0.110 4.310 -2.590
H38 -0.339 3.168 -3.865
H39 1.326 3.727 -3.715
H40 1.517 3.600 -0.640
H41 2.767 2.962 -1.701
H42 2.048 1.924 -0.465
H43 0.782 0.831 -3.884
H44 1.574 0.244 -2.417
H45 2.371 1.453 -3.441

Atomic partial charges in e from the Löwdin method, atoms 1 to 2: number 1, Pd, carries 0.50; number 2, C, carries -0.06



Q: Which value of spin multiplicity does entry 4 give?
A: 1